The following is a quantum chemistry calculation of a structure of composition C7H9N in a non-equilibrium geometry, from OMol25.

Properties
Total charge: 0
Kohn-Sham gap, eV: 8.91
HOMO, eV: -7.9
Lowest unoccupied orbital energy, eV: 1.0

Geometry (Å):
C (-1.0452, 0.4038, 0.7078)
C (-0.8416, -0.2612, -0.5910)
C (-0.3489, 0.8868, -1.5735)
C (0.4943, 0.9699, 0.7652)
C (1.1359, -0.1465, 1.5441)
C (1.0738, -1.3077, 0.7161)
C (0.5635, -0.9484, -0.6872)
H (-1.8656, 1.2869, 0.7707)
H (-0.9543, -0.4873, 1.5619)
H (-1.4123, -1.0118, -1.1732)
H (-1.0336, 1.6844, -1.7669)
H (-0.0991, 0.4968, -2.5591)
H (0.5463, 2.0258, 0.8193)
H (1.1679, -0.5032, 2.5851)
H (0.9869, -2.3628, 1.2267)
H (0.7880, -1.4738, -1.6541)
N (0.8438, 0.7485, -0.6919)



The following is a quantum chemistry calculation of a cluster of 2 separate species, C5H8N in total in a non-equilibrium geometry, from OMol25.

Properties
Total charge: +1
Kohn-Sham gap, eV: 9.38
HOMO, eV: -14.5
Lowest unoccupied orbital energy, eV: -5.2

Geometry (Å):
C (3.4389, 0.0145, -0.0730)
C (2.1732, 0.3483, 0.1712)
C (0.1094, -1.0035, 0.0066)
C (-2.8064, -0.2704, 0.1288)
C (-1.8267, 0.5844, -0.1379)
N (1.1742, -0.5458, 0.0751)
H (4.2198, 0.7507, 0.0051)
H (3.7294, -0.9815, -0.3670)
H (1.8650, 1.3470, 0.4613)
H (-0.6210, -1.7678, -0.0564)
H (-1.4152, 0.6848, -1.1321)
H (-3.2789, -0.3138, 1.0957)
H (-3.1850, -0.9534, -0.6147)
H (-1.4900, 1.3007, 0.5946)



The following is a quantum chemistry calculation of a structure of composition C2HClN2S in a non-equilibrium geometry, from OMol25.

Properties
Total charge: 0
Kohn-Sham gap (spin up / spin down), eV: 7.64 / 7.64
HOMO (spin up / spin down), eV: -8.8 / -8.8
Lowest unoccupied orbital energy (spin up / spin down), eV: -1.1 / -1.1

Geometry (Å):
C (-1.2399, 0.0021, -0.0287)
C (-0.6178, 1.2180, -0.1448)
N (-0.1579, -0.6530, -0.3760)
N (0.9090, -0.3794, 0.5460)
S (1.0634, 1.3811, 0.1547)
Cl (2.3468, -1.3038, 0.1052)
H (-2.3037, -0.2649, -0.2563)



The following is a quantum chemistry calculation of the molecule C3H4N2O3 in a non-equilibrium geometry, from OMol25.

Properties
Total charge: 0
SMILES: N=C=C(O)OC(N)=O
Kohn-Sham gap, eV: 8.00
HOMO, eV: -7.5
Lowest unoccupied orbital energy, eV: 0.5

Geometry (Å):
N (1.8195, -1.7344, 1.0466)
C (1.2396, -0.7245, 0.6447)
C (1.1181, 0.2053, -0.3259)
O (2.1037, 1.0631, -0.6676)
O (-0.0985, 0.4332, -0.8911)
C (-1.1498, -0.0978, -0.0447)
N (-2.2556, 0.6701, -0.2169)
O (-1.1500, -1.2236, 0.3674)
H (1.7346, -1.9465, 2.0390)
H (1.9225, 1.4247, -1.5465)
H (-3.1258, 0.3146, 0.1401)
H (-2.1584, 1.6158, -0.5452)



The following is a quantum chemistry calculation of a structure of composition C84H184F10N13O20S10 in a non-equilibrium geometry, from OMol25.

Properties
Total charge: +3
Kohn-Sham gap, eV: 9.87
HOMO, eV: -14.0
Lowest unoccupied orbital energy, eV: -4.1

Geometry (Å):
C (-2.3894, 4.4833, -0.5417)
C (-2.4961, 5.6466, 0.3357)
C (-1.7870, 6.8515, -0.2280)
C (-1.9339, 8.0374, 0.7486)
N (-1.1576, 9.2724, 0.4231)
C (-1.4264, 9.7860, -0.9863)
C (-2.7503, 10.6150, -0.9400)
C (-2.9731, 10.8582, 0.5853)
C (-1.6859, 10.3864, 1.2291)
C (0.3243, 9.0730, 0.7164)
C (0.6609, 8.9096, 2.1711)
C (2.1679, 9.0540, 2.3010)
H (-3.0243, 4.7209, -1.4048)
H (-2.7809, 3.6323, 0.0313)
H (-1.3927, 4.2581, -0.8809)
H (-2.0569, 5.4291, 1.3017)
H (-3.5760, 5.7287, 0.4356)
H (-2.2799, 7.0440, -1.2010)
H (-0.7314, 6.5447, -0.3383)
H (-1.7028, 7.6852, 1.7677)
H (-2.9797, 8.4424, 0.6889)
H (-0.6586, 10.3966, -1.4000)
H (-1.5180, 8.9328, -1.5872)
H (-2.7794, 11.5500, -1.5153)
H (-3.5807, 10.0301, -1.3238)
H (-3.0436, 11.9361, 0.7733)
H (-3.8622, 10.3359, 0.9615)
H (-0.9292, 11.1831, 1.2854)
H (-1.7880, 9.9999, 2.2481)
H (0.8025, 9.9135, 0.2680)
H (0.7218, 8.1736, 0.2758)
H (0.2456, 7.9249, 2.4478)
H (0.2779, 9.6878, 2.8149)
H (2.4370, 10.0979, 2.0760)
H (2.6422, 8.4504, 1.5407)
H (2.5934, 8.8038, 3.3122)
C (2.9037, -11.3413, 4.5778)
C (1.4763, -10.9046, 4.6407)
C (1.2746, -9.5823, 3.9310)
C (1.1709, -9.8433, 2.4112)
N (1.3636, -8.6025, 1.4976)
C (1.3374, -8.9097, 0.0227)
C (2.0776, -7.7793, -0.6651)
C (3.1664, -7.4354, 0.3027)
C (2.7801, -8.0816, 1.6983)
C (0.4110, -7.4800, 1.9097)
C (-1.1004, -7.8172, 1.6033)
C (-2.1510, -6.9780, 2.3552)
H (3.5279, -10.7390, 5.1924)
H (3.4064, -11.5360, 3.6113)
H (2.8746, -12.3737, 4.9484)
H (1.1137, -10.8336, 5.6573)
H (0.7990, -11.6266, 4.1556)
H (2.0862, -8.9327, 4.1422)
H (0.3578, -9.1112, 4.3080)
H (0.1700, -10.2292, 2.2019)
H (1.9045, -10.5420, 2.0850)
H (0.3390, -9.0631, -0.2744)
H (1.8269, -9.9177, 0.0193)
H (1.4205, -6.8893, -0.7151)
H (2.4507, -8.0115, -1.6316)
H (3.2649, -6.3660, 0.4405)
H (4.1916, -7.7915, 0.1447)
H (2.9118, -7.4359, 2.5732)
H (3.3789, -9.0065, 1.9384)
H (0.6872, -6.6512, 1.3145)
H (0.6854, -7.2745, 2.9874)
H (-1.3011, -8.9342, 1.7991)
H (-1.2227, -7.7780, 0.4743)
H (-2.1383, -5.9384, 1.9924)
H (-2.0694, -7.0464, 3.4466)
H (-3.1341, -7.2644, 2.0799)
C (-8.8609, 5.0877, 3.1464)
C (-9.1840, 3.8748, 2.2982)
C (-8.0440, 2.8667, 2.5650)
C (-8.2776, 1.5554, 1.8166)
N (-6.9288, 0.8385, 1.4179)
C (-5.9919, 0.5188, 2.5845)
C (-6.6798, -0.5941, 3.3892)
C (-7.5612, -1.2812, 2.3516)
C (-7.2783, -0.5844, 0.9964)
C (-6.1263, 1.6003, 0.3399)
C (-6.8753, 2.2113, -0.8040)
C (-5.9828, 3.0946, -1.6177)
H (-7.8234, 5.4696, 3.0448)
H (-9.0687, 4.9367, 4.2446)
H (-9.5080, 5.9345, 2.9147)
H (-9.1365, 4.2226, 1.2623)
H (-10.1792, 3.5495, 2.5290)
H (-7.8098, 2.7590, 3.6408)
H (-7.1630, 3.3833, 2.1577)
H (-8.8127, 1.6148, 0.8696)
H (-8.7761, 0.8031, 2.4630)
H (-5.0481, 0.0699, 2.2054)
H (-5.7683, 1.3634, 3.1790)
H (-5.9358, -1.2780, 3.7562)
H (-7.2236, -0.1442, 4.2001)
H (-7.3464, -2.3710, 2.2475)
H (-8.5829, -1.2408, 2.7721)
H (-6.4249, -1.0168, 0.5706)
H (-8.0657, -0.6295, 0.2694)
H (-5.3536, 0.8888, 0.0320)
H (-5.6061, 2.4003, 0.9125)
H (-7.7225, 2.7952, -0.3867)
H (-7.2512, 1.3649, -1.4277)
H (-5.0153, 2.5863, -1.7641)
H (-5.8658, 4.1388, -1.2843)
H (-6.3338, 3.2065, -2.6230)
C (-0.8281, 1.7643, -5.6276)
C (-0.2586, 2.4628, -4.4597)
C (1.2868, 2.7563, -4.4655)
C (1.5589, 3.9648, -5.3389)
N (2.9683, 4.0660, -5.7827)
C (3.5093, 2.7834, -6.5261)
C (4.5642, 2.1953, -5.6136)
C (4.3211, 2.7783, -4.2479)
C (3.8103, 4.1964, -4.5608)
C (3.1568, 5.3040, -6.6795)
C (2.1484, 5.1506, -7.8191)
C (2.5366, 5.8903, -9.0634)
H (-0.2772, 0.8273, -5.8345)
H (-0.7521, 2.2789, -6.6090)
H (-1.8678, 1.5280, -5.3351)
H (-0.5025, 1.8512, -3.5859)
H (-0.6288, 3.4634, -4.3132)
H (1.7710, 1.8858, -4.8285)
H (1.5930, 2.9453, -3.4681)
H (1.2893, 4.8953, -4.8899)
H (0.9333, 3.7935, -6.1840)
H (3.9693, 3.1078, -7.4873)
H (2.6980, 2.1125, -6.7336)
H (5.5249, 2.4919, -6.0017)
H (4.5496, 1.1372, -5.5423)
H (5.2136, 2.9171, -3.7156)
H (3.6025, 2.2284, -3.6951)
H (4.6924, 4.7413, -4.7681)
H (3.2560, 4.6725, -3.7920)
H (4.2547, 5.2344, -6.9200)
H (2.9867, 6.1659, -6.0034)
H (1.2065, 5.5462, -7.4817)
H (1.9795, 4.1295, -8.0817)
H (3.4915, 5.5530, -9.4354)
H (2.5804, 6.9270, -8.7970)
H (1.7988, 5.8926, -9.8412)
C (4.2855, -3.8025, -9.3505)
C (3.2958, -3.1045, -8.3419)
C (2.2832, -4.0765, -7.8743)
C (1.2871, -3.5029, -6.8762)
N (0.0802, -4.3611, -6.6024)
C (-0.7212, -3.7373, -5.3686)
C (-1.8164, -2.8925, -5.9974)
C (-2.2294, -3.7085, -7.1912)
C (-0.9266, -4.1309, -7.7946)
C (0.2800, -5.8361, -6.3887)
C (1.0011, -6.2485, -5.1525)
C (1.3240, -7.7545, -5.1111)
H (5.1025, -3.1809, -9.7052)
H (3.7100, -4.1909, -10.1880)
H (4.7380, -4.6697, -8.8595)
H (2.7523, -2.3474, -8.8811)
H (3.8362, -2.6957, -7.4818)
H (2.7588, -4.9835, -7.4361)
H (1.6687, -4.3536, -8.7208)
H (0.8868, -2.5208, -7.2101)
H (1.7087, -3.3237, -5.8893)
H (-1.0974, -4.6307, -4.8100)
H (0.0485, -3.1594, -4.8241)
H (-2.6377, -2.7011, -5.2856)
H (-1.3636, -1.9563, -6.2840)
H (-2.7805, -4.5418, -6.7665)
H (-2.9176, -3.1826, -7.8988)
H (-0.8891, -4.9765, -8.4774)
H (-0.5500, -3.2896, -8.4122)
H (0.9133, -6.0884, -7.2434)
H (-0.7392, -6.3069, -6.4762)
H (0.4101, -6.0643, -4.2751)
H (1.9461, -5.7335, -5.0659)
H (1.8336, -8.0303, -4.1727)
H (1.9367, -8.0217, -5.9664)
H (0.4196, -8.3427, -4.9811)
C (-0.6872, 3.0031, 10.3488)
C (-0.8020, 1.4577, 10.2788)
C (0.0300, 0.9144, 9.1191)
C (-0.9019, 0.7628, 7.8947)
N (-0.3686, -0.0148, 6.6932)
C (-1.5340, -0.1681, 5.7300)
C (-1.2548, -1.5259, 5.0538)
C (-0.8117, -2.3921, 6.1899)
C (-0.0087, -1.4595, 7.1098)
C (0.8262, 0.5541, 6.0157)
C (0.8735, 2.0293, 5.7866)
C (1.8000, 2.3327, 4.6081)
H (-1.4250, 3.3898, 11.0862)
H (-0.8349, 3.5908, 9.4554)
H (0.2965, 3.3398, 10.7056)
H (-1.8174, 1.0728, 10.2370)
H (-0.4459, 1.1757, 11.2902)
H (0.3667, -0.1330, 9.2525)
H (0.8728, 1.5255, 8.7698)
H (-1.2194, 1.7229, 7.4994)
H (-1.8221, 0.2239, 8.0915)
H (-1.4669, 0.7461, 5.0990)
H (-2.4416, -0.2739, 6.2890)
H (-0.5097, -1.4716, 4.2657)
H (-2.2166, -1.8306, 4.6245)
H (-0.2075, -3.2424, 5.9335)
H (-1.6362, -2.8914, 6.6939)
H (1.0405, -1.6388, 7.0460)
H (-0.4020, -1.5726, 8.1426)
H (0.9435, 0.0684, 5.0637)
H (1.7502, 0.3148, 6.5709)
H (1.0809, 2.6271, 6.6354)
H (-0.0672, 2.4129, 5.4740)
H (2.7394, 1.8063, 4.6327)
H (2.0393, 3.3930, 4.6469)
H (1.2196, 2.1690, 3.7146)
C (5.6821, -4.1942, 1.1277)
C (6.3241, -2.8203, 1.2724)
C (5.6122, -1.8016, 0.3602)
N (5.9813, -0.3561, 0.4926)
C (5.5233, 0.0672, 1.8747)
C (5.7556, 1.5599, 2.0836)
C (4.8074, 2.3093, 1.1182)
C (5.2443, 1.9718, -0.2751)
C (5.1867, 0.4399, -0.4653)
C (7.3968, -0.0998, 0.3467)
H (4.6252, -4.1431, 1.1501)
H (6.0882, -4.8082, 1.9334)
H (5.9594, -4.7107, 0.1556)
H (7.3899, -2.9021, 1.0565)
H (6.1890, -2.4969, 2.2834)
H (4.5290, -1.8432, 0.4887)
H (5.8965, -2.0134, -0.6857)
H (4.4411, -0.1151, 1.9744)
H (6.0473, -0.5560, 2.5658)
H (5.5006, 1.7328, 3.1355)
H (6.7708, 1.8797, 2.0012)
H (3.7368, 2.0723, 1.2994)
H (4.8881, 3.3760, 1.2977)
H (4.5250, 2.3905, -1.0057)
H (6.2080, 2.4503, -0.5820)
H (4.1498, 0.0974, -0.2842)
H (5.4768, 0.0599, -1.4657)
H (7.7825, -0.7850, -0.3889)
H (7.9238, -0.1967, 1.3146)
H (7.5611, 0.9152, 0.0063)
C (-0.6804, -4.9125, -1.6090)
C (-0.1571, -3.9095, -0.5725)
C (-0.3991, -2.5432, -1.0487)
N (-0.0192, -1.3838, -0.1577)
C (-0.3286, -0.1749, -0.9687)
C (-0.1227, 1.0908, -0.1282)
C (-1.0628, 1.0430, 1.1214)
C (-0.8470, -0.1652, 1.9654)
C (-0.8954, -1.4298, 0.9927)
C (1.4548, -1.4413, 0.1651)
H (-1.7663, -4.6749, -1.8084)
H (-0.5477, -5.9436, -1.3799)
H (-0.1670, -4.7835, -2.5974)
H (0.9095, -3.9778, -0.3560)
H (-0.7391, -4.0781, 0.3376)
H (-1.4272, -2.3527, -1.3428)
H (0.2527, -2.4298, -1.9688)
H (-1.3998, -0.3564, -1.0827)
H (0.1051, -0.1523, -1.9555)
H (-0.5001, 1.9197, -0.7077)
H (0.9281, 1.2940, 0.0427)
H (-2.0709, 1.0717, 0.7701)
H (-0.9374, 1.9563, 1.6796)
H (-1.6348, -0.2979, 2.7492)
H (0.1445, -0.2350, 2.4888)
H (-1.9000, -1.4409, 0.5853)
H (-0.8124, -2.3877, 1.5490)
H (1.7606, -0.6782, 0.9109)
H (2.0844, -1.4537, -0.7318)
H (1.5935, -2.3986, 0.6659)
N (-3.6549, -1.2680, -1.3549)
S (-4.0652, -0.6401, -2.7065)
O (-5.2476, 0.1223, -2.7720)
O (-3.7561, -1.4763, -3.8052)
F (-2.8939, 0.4056, -2.8055)
S (-4.2321, -2.5361, -0.5790)
O (-3.2460, -3.5049, -0.2512)
O (-5.5527, -2.9003, -0.9014)
F (-4.3333, -1.7721, 0.9175)
N (1.5131, -2.8277, 3.4569)
S (1.2914, -4.4169, 3.0529)
O (1.5693, -5.2537, 4.1836)
O (1.8724, -4.7081, 1.7819)
F (-0.1903, -4.4534, 2.6946)
S (2.9245, -2.2271, 3.9785)
O (4.1310, -2.7123, 3.2839)
O (2.9217, -2.2026, 5.4057)
F (2.7193, -0.6992, 3.5542)
N (1.8269, 4.5528, -0.1684)
S (1.4823, 4.8674, 1.3509)
O (1.2104, 3.6406, 2.0126)
O (0.6137, 5.9944, 1.4951)
F (2.8618, 5.2649, 1.9891)
S (2.3561, 5.5988, -1.3536)
O (1.4079, 5.5142, -2.3877)
O (3.7510, 5.4892, -1.6259)
F (2.0477, 7.0128, -0.6812)
N (3.5566, -1.8784, -2.7794)
S (2.7766, -1.0108, -4.0128)
O (1.3231, -1.2866, -4.0827)
O (3.5991, -0.6994, -5.2633)
F (2.6377, 0.3480, -3.1253)
S (3.8219, -3.4688, -2.8136)
O (5.1673, -3.7148, -2.5028)
O (3.1656, -4.1771, -3.7898)
F (3.0550, -3.8164, -1.4491)
N (-3.7571, 4.1651, 5.0809)
S (-4.2096, 3.1986, 6.2216)
O (-4.1588, 1.7741, 5.8208)
O (-5.3884, 3.6354, 6.9442)
F (-3.0805, 3.3822, 7.2859)
S (-3.0288, 3.7502, 3.8050)
O (-3.8160, 3.4798, 2.6139)
O (-1.8459, 2.9865, 4.0305)
F (-2.3590, 5.1818, 3.4612)



The following is a quantum chemistry calculation of a structure of composition CH4F3N2O4PS in a non-equilibrium geometry, from OMol25.

Properties
Total charge: 0
Kohn-Sham gap, eV: 11.42
HOMO, eV: -11.0
Lowest unoccupied orbital energy, eV: 0.4

Geometry (Å):
C (0.3646, 1.9062, 0.5085)
N (-1.3455, -0.2411, 0.0203)
N (0.7038, -0.6215, -1.7903)
O (-1.8800, 1.4465, 1.8879)
O (0.0851, -0.0270, 2.1896)
O (-0.9698, -2.5019, -1.1414)
O (0.7588, -1.7288, 0.6044)
F (0.5607, 2.8359, 1.3834)
F (-0.0394, 2.3781, -0.6165)
F (1.5355, 1.4114, 0.2503)
P (-0.1322, -1.1622, -0.4926)
S (-0.8168, 0.7077, 1.3098)
H (1.5195, 0.0472, -1.6194)
H (0.8979, -1.1874, -2.5325)
H (-1.7962, -2.0457, -1.3647)
H (0.5539, -1.2175, 1.4031)



The following is a quantum chemistry calculation of a cluster of 16 separate species, H33O16 in total in a non-equilibrium geometry, from OMol25.

Properties
Total charge: +1
Kohn-Sham gap, eV: 10.43
HOMO, eV: -13.5
Lowest unoccupied orbital energy, eV: -3.0

Geometry (Å):
O (-0.9423, -2.7518, -0.8116)
H (-0.6571, -2.1433, -0.0980)
H (-4.0635, -0.7323, -4.2220)
O (0.1261, 1.3369, -0.5911)
H (-2.4821, -2.4393, -1.2155)
H (-4.4822, -3.9739, 1.7770)
O (-3.2836, -1.7952, -1.2946)
H (0.4948, -0.5061, 0.3931)
H (2.1407, 5.6515, -1.0934)
O (1.1816, -1.1468, 0.5095)
H (1.9940, -0.7447, 0.1853)
H (-2.2414, 3.1371, 3.1690)
O (4.2939, 0.3412, 0.3064)
H (0.9323, 1.1888, -1.0830)
H (4.9047, 0.6883, -0.3461)
O (-1.8264, -0.4646, 0.1284)
H (-2.3194, -0.9275, 0.8958)
H (3.5658, 4.9213, -0.2912)
O (0.4944, 0.6136, 2.5153)
H (1.5801, -1.5901, 4.9395)
H (0.1021, 0.2257, 1.7450)
O (3.2092, -2.6816, -0.7891)
H (-2.4499, -0.8901, -3.9993)
H (2.5273, -3.0832, -1.3170)
O (2.7055, 5.3141, -0.4043)
H (-0.0765, -2.9651, -1.1734)
O (-4.9175, -3.1156, 1.6541)
H (3.8675, 0.4456, -3.4057)
H (-5.1825, -3.0107, 0.7145)
O (3.2342, -0.2249, -3.1818)
H (2.4126, -0.1464, -2.7117)
H (-3.4354, 0.8964, -1.8898)
O (1.9364, 2.9710, 0.7819)
H (-2.9032, -0.7892, -1.1576)
H (-4.7219, 1.0365, -0.8247)
O (-2.1300, 2.4939, 2.4666)
H (-1.1844, 2.3403, 2.3928)
H (2.0848, 3.8443, 0.3092)
O (-4.0334, 0.5088, -1.2524)
H (2.7955, 2.9023, 1.2177)
H (-1.7651, 0.3934, 0.5886)
O (-3.3400, -1.2245, -3.8328)
H (4.6007, 0.6679, 1.1562)
H (-3.4015, -1.8123, -2.3377)
O (2.1975, -0.8505, 5.0162)
H (4.0417, -3.1440, -0.7370)
H (0.3183, 1.8543, 0.2009)
H (1.3447, 0.2615, 2.7770)
H (2.7531, -0.8807, 4.2210)



The following is a quantum chemistry calculation of a cluster of 2 separate species, C2H5NO3 in total in a non-equilibrium geometry, from OMol25.

Properties
Total charge: -1
Kohn-Sham gap (spin up / spin down), eV: 3.06 / 7.60
Expectation value of S²: 0.757
Multiplicity: 2
HOMO (spin up / spin down), eV: 0.6 / -4.1
Lowest unoccupied orbital energy (spin up / spin down), eV: 3.7 / 3.5

Geometry (Å):
O (1.8524, 0.2600, 0.6176)
C (0.8084, 0.8819, 0.6872)
N (-0.0986, 1.0665, -0.3237)
C (0.1666, 0.7931, -1.6802)
O (1.2541, 1.0281, -2.2338)
H (0.4390, 1.3584, 1.6178)
H (-0.9065, 1.5977, -0.0108)
H (-0.7323, 0.4489, -2.2293)
H (-1.2946, -2.7830, 0.5762)
H (-0.6331, -2.5612, 1.8964)
O (-0.8554, -2.0906, 1.0826)



no.,DFT total energy (a.u.)
1,-326.666744
2,-249.683381
3,-1044.445632
4,-451.878295
5,-10507.286209
6,-1490.177189
7,-1223.289409
8,-359.646868